(1)
{
  "formula": "C4H6N2",
  "method": "ωB97M-V/def2-TZVPD",
  "species": ["C", "C", "N", "C", "C", "N", "H", "H", "H", "H", "H", "H"],
  "coordinates": [[-1.173314, 0.803734, -0.051085], [-0.563659, -0.510819, 0.384804], [0.147613, -1.400376, -0.520468], [0.921634, -0.643011, 0.468816], [1.749208, 0.420446, -0.071383], [2.407786, 1.212523, -0.600859], [-0.581938, 1.251153, -0.857071], [-2.197420, 0.660416, -0.404523], [-1.202102, 1.536578, 0.765692], [-1.142740, -1.135839, 1.058466], [0.243259, -0.991711, -1.445939], [1.391675, -1.203095, 1.273549]],
  "forces_ev_per_a": [[0.0, -0.1, -0.1], [-0.1, 0.1, 0.0], [0.0, -0.1, -0.3], [0.2, 0.0, 0.1], [0.5, 0.7, -0.5], [-0.7, -0.7, 0.6], [-0.1, -0.1, 0.1], [0.1, 0.0, 0.0], [0.0, -0.3, -0.1], [0.1, 0.5, 0.4], [0.1, 0.0, 0.0], [-0.1, 0.0, -0.2]],
  "smiles": "C[C@H]1N[C@H]1C#N"
}



(2)
{
  "formula": "C20H60N4O8",
  "method": "ωB97M-V/def2-TZVPD",
  "species": ["C", "O", "C", "C", "C", "N", "H", "H", "H", "H", "H", "H", "H", "H", "H", "H", "H", "C", "O", "C", "C", "C", "N", "H", "H", "H", "H", "H", "H", "H", "H", "H", "H", "H", "C", "O", "C", "C", "C", "N", "H", "H", "H", "H", "H", "H", "H", "H", "H", "H", "H", "C", "O", "C", "C", "C", "N", "H", "H", "H", "H", "H", "H", "H", "H", "H", "H", "H", "C", "O", "H", "H", "H", "H", "C", "O", "H", "H", "H", "H", "C", "O", "H", "H", "H", "H", "C", "O", "H", "H", "H", "H"],
  "coordinates": [[10.569415, 13.827405, 9.759960], [10.324585, 14.204905, 11.109910], [10.199995, 13.167745, 12.051420], [8.868395, 12.435975, 11.990620], [7.679215, 13.154525, 12.589230], [9.038085, 11.172515, 12.645250], [9.788845, 13.204625, 9.322960], [11.476065, 13.228855, 9.671530], [10.590605, 14.747985, 9.176700], [11.057905, 12.524895, 11.854380], [10.442405, 13.556995, 13.040270], [8.588655, 12.197825, 10.964400], [7.780065, 13.324315, 13.661200], [6.764795, 12.614035, 12.344660], [7.563825, 14.151935, 12.165010], [9.822735, 10.701475, 12.218000], [8.254405, 10.583005, 12.403560], [6.785625, 8.661045, 11.310530], [7.341705, 9.742225, 10.601420], [7.708305, 9.378385, 9.308720], [8.178675, 10.659425, 8.572230], [7.027315, 11.736655, 8.514140], [8.567605, 10.356515, 7.212410], [7.443995, 7.840195, 11.594870], [6.034275, 8.139345, 10.717730], [6.248805, 8.995115, 12.198410], [8.546385, 8.687995, 9.403940], [6.888775, 8.936055, 8.742310], [9.031195, 11.114685, 9.076260], [6.524605, 11.863885, 9.472890], [6.251545, 11.482425, 7.791890], [7.456065, 12.708575, 8.269890], [9.193165, 9.563815, 7.232410], [7.747465, 10.014325, 6.732430], [14.321715, 13.465405, 11.958450], [15.402825, 12.613395, 11.594340], [15.144715, 11.236485, 11.811160], [16.475195, 10.451905, 11.871390], [17.202275, 10.482405, 10.534070], [16.230935, 9.113495, 12.376880], [14.035725, 13.321055, 13.000300], [13.421115, 13.218115, 11.396430], [14.641765, 14.488565, 11.761410], [14.634865, 11.121585, 12.767690], [14.531075, 10.722735, 11.071160], [17.050615, 10.946425, 12.653980], [18.102825, 9.868845, 10.559540], [17.487355, 11.508135, 10.300170], [16.579995, 10.128455, 9.712130], [16.021665, 9.179735, 13.362730], [17.103655, 8.607015, 12.420950], [12.435495, 8.906565, 13.707730], [12.075765, 7.939545, 14.657010], [10.842235, 8.191125, 15.254550], [9.530495, 7.852615, 14.378590], [8.208045, 8.372415, 15.012930], [9.409645, 6.447695, 14.173470], [13.213815, 8.564045, 13.025820], [12.858235, 9.766165, 14.227800], [11.540555, 9.274335, 13.205810], [10.867635, 7.639675, 16.194420], [10.741935, 9.190605, 15.677710], [9.598295, 8.303595, 13.388580], [8.178295, 9.451775, 14.863990], [8.174215, 8.133745, 16.075940], [7.319845, 7.893095, 14.601270], [9.343795, 6.015045, 15.083730], [8.441655, 6.223995, 13.991660], [12.040925, 5.986015, 11.477200], [10.842825, 6.758215, 11.665250], [12.401105, 6.261525, 10.486010], [12.830355, 6.293175, 12.163170], [11.838975, 4.915995, 11.525860], [10.372135, 6.487065, 12.456790], [10.106185, 6.824635, 7.621520], [10.288195, 7.931245, 6.806070], [9.891285, 7.152135, 8.638700], [9.342045, 6.204145, 7.153340], [10.993985, 6.204165, 7.743700], [10.979385, 7.733145, 6.169980], [12.014025, 11.402745, 6.381830], [11.049055, 12.065115, 7.208030], [13.007975, 11.256395, 6.804620], [11.549005, 10.422525, 6.276760], [12.145665, 11.853445, 5.398140], [10.237525, 11.563125, 7.103030], [11.632235, 9.760085, 9.612090], [10.926145, 9.447375, 10.832010], [12.450785, 9.055025, 9.467270], [10.951045, 9.711165, 8.762570], [12.014375, 10.765595, 9.788210], [10.873095, 8.495545, 10.945210]],
  "forces_ev_per_a": [[-0.4, -0.2, 0.5], [-0.4, 1.0, -0.2], [0.6, 0.1, -0.7], [-0.2, -0.1, -0.1], [0.1, 0.9, -0.1], [0.3, -0.9, 1.1], [-0.3, 0.0, 0.2], [0.4, 0.2, -0.1], [0.4, -0.1, 0.1], [-0.1, -1.0, 0.0], [-0.5, 0.3, 0.1], [0.3, 0.6, -0.6], [0.0, -0.4, 0.1], [0.0, -0.1, 0.3], [0.1, 0.1, -0.3], [0.3, -0.2, -0.1], [-0.2, 0.0, 0.1], [-1.0, -0.5, 0.0], [-0.8, -0.4, 1.0], [1.1, 1.3, -0.3], [-1.8, 0.6, 0.2], [0.8, -0.4, 0.6], [0.3, -0.1, -0.1], [0.9, 0.3, 0.1], [-0.3, 0.1, -0.4], [0.3, 0.4, 0.0], [0.1, -0.3, -0.4], [-0.3, -0.2, 0.0], [0.0, -0.2, 0.3], [0.1, -0.2, 0.1], [0.1, -0.1, -0.2], [0.0, 0.0, -0.3], [0.3, -0.2, -0.2], [-0.2, 0.1, -0.4], [0.1, -0.6, -0.2], [-0.2, -0.3, -0.2], [0.7, -0.4, 0.5], [-0.1, 1.1, 0.5], [0.0, 0.1, 0.2], [-0.3, -0.8, -0.1], [0.2, 0.1, 0.3], [-0.1, 0.2, -0.4], [-0.1, -0.1, 0.1], [-0.1, -0.1, 0.3], [-0.4, 0.4, -0.5], [0.5, 0.6, -0.3], [0.1, 0.0, 0.0], [0.0, 0.0, 0.0], [-0.2, -0.1, 0.1], [-0.5, 0.1, 0.2], [0.3, -0.2, -0.5], [-0.2, 1.0, 0.2], [0.0, -0.7, -0.2], [-1.5, -0.2, 0.1], [-0.1, 1.3, 1.1], [1.2, 0.5, 0.2], [-0.2, -2.1, 0.3], [-0.3, -0.4, -0.1], [0.1, 0.3, 0.2], [0.3, -0.1, -0.5], [-0.4, -0.8, -0.2], [0.1, 0.7, -0.7], [0.3, 0.3, 0.0], [-0.4, 0.1, 0.2], [0.1, 0.1, 0.2], [0.1, 0.1, -0.4], [1.2, -0.3, 0.7], [-0.4, 0.3, -1.3], [-0.5, 0.8, -0.2], [0.6, -0.1, -0.9], [0.0, -0.3, -0.1], [-0.1, -0.2, 0.3], [0.1, 0.0, 0.1], [0.0, -0.4, 0.8], [0.0, -1.1, 0.5], [0.7, 1.0, -0.7], [-0.5, -0.1, -0.1], [-0.3, -0.2, 0.6], [0.3, 0.0, -0.3], [0.0, 0.2, -0.1], [-1.2, -0.8, 0.1], [1.3, 0.7, 0.0], [-0.2, 0.4, 0.6], [0.7, -0.5, -0.6], [-0.2, 0.2, 0.0], [-0.6, 0.0, -0.1], [-0.5, -0.2, 1.2], [0.1, 0.5, -0.6], [0.2, 0.1, -0.1], [0.1, 0.2, -0.1], [0.1, 0.0, -0.5], [0.0, -0.6, 0.2]],
  "smiles": "COC[C@H](C)N.COC[C@H](C)N.COC[C@H](C)N.COC[C@H](C)N.CO.CO.CO.CO"
}



(3)
{
  "formula": "C3H8N2O",
  "method": "ωB97M-V/def2-TZVPD",
  "species": ["H", "N", "C", "C", "N", "C", "O", "H", "H", "H", "H", "H", "H", "H"],
  "coordinates": [[1.111091, 1.893453, -0.752862], [1.586209, 1.104209, -0.871700], [0.721295, 0.304637, -0.538325], [0.930329, -1.245323, -0.592969], [-0.606851, 0.588842, -0.062121], [-1.287562, -0.270346, 0.918675], [-0.591535, 1.867785, 0.527382], [1.795858, -1.295772, -1.196603], [1.087291, -1.838480, 0.283705], [0.316598, -1.751309, -1.084165], [-2.131689, 0.081253, 1.174328], [-0.544385, -0.425988, 1.883919], [-1.246178, -1.365199, 0.459547], [-1.140473, 2.352238, -0.148810]],
  "forces_ev_per_a": [[-1.5, 5.5, 0.6], [2.9, -2.3, -1.2], [-3.0, -6.0, 2.0], [5.3, 5.1, 2.8], [0.3, 0.2, 0.3], [10.0, -5.8, -1.2], [-1.3, 1.6, -1.6], [1.4, -0.3, -0.4], [0.3, 0.4, 1.1], [-6.1, -3.7, -4.4], [-6.2, 2.4, 1.6], [-2.0, 0.7, -1.9], [-0.9, 2.4, 1.0], [0.8, -0.1, 1.4]],
  "smiles": "[H]/N=C(/C)N(C)O"
}



(4)
{
  "formula": "C30H62O8",
  "method": "ωB97M-V/def2-TZVPD",
  "species": ["C", "C", "C", "O", "C", "H", "H", "H", "H", "H", "H", "H", "H", "C", "C", "C", "O", "C", "H", "H", "H", "H", "H", "H", "H", "H", "C", "C", "C", "O", "C", "H", "H", "H", "H", "H", "H", "H", "H", "C", "C", "C", "O", "C", "H", "H", "H", "H", "H", "H", "H", "H", "C", "C", "C", "O", "C", "H", "H", "H", "H", "H", "H", "H", "H", "C", "C", "C", "O", "C", "H", "H", "H", "H", "H", "H", "H", "H", "C", "C", "C", "O", "C", "H", "H", "H", "H", "H", "H", "H", "H", "C", "C", "O", "H", "H", "H", "H", "H", "H"],
  "coordinates": [[2.777652, -11.543687, 17.029934], [1.638184, -11.181686, 17.960957], [2.310213, -11.465639, 19.303254], [3.166485, -12.591280, 19.101036], [3.342964, -12.814304, 17.693735], [3.553430, -10.788915, 16.897792], [2.452846, -11.791892, 16.013734], [0.757219, -11.794339, 17.770459], [1.345904, -10.130891, 17.937241], [1.679149, -11.631841, 20.173691], [2.961056, -10.600665, 19.505800], [2.770981, -13.706007, 17.425903], [4.401971, -12.921308, 17.466407], [4.110327, -7.401388, 20.172216], [5.301756, -7.783351, 21.070505], [6.315609, -8.316156, 19.998178], [5.728231, -8.127338, 18.713668], [4.813877, -7.049554, 18.887617], [3.465898, -6.631321, 20.601509], [3.467502, -8.280615, 20.079968], [5.077391, -8.541289, 21.814790], [5.743538, -6.893320, 21.516159], [6.520355, -9.375142, 20.157859], [7.250291, -7.749679, 20.057097], [4.143873, -6.950331, 18.034277], [5.383522, -6.115371, 18.984109], [5.357456, -11.657844, 23.890603], [5.315737, -11.897067, 22.365258], [6.782407, -12.205597, 22.011157], [7.603956, -11.817524, 23.089582], [6.827450, -11.899656, 24.271619], [4.681577, -12.320895, 24.427419], [5.075315, -10.630356, 24.119063], [4.924255, -11.015120, 21.857973], [4.717495, -12.739077, 22.018644], [7.051738, -11.661885, 21.107279], [6.873303, -13.288608, 21.848985], [7.211985, -11.185422, 24.997856], [6.924076, -12.898056, 24.724839], [6.669563, -14.153532, 13.166181], [5.689367, -14.506442, 14.275203], [4.539722, -15.100865, 13.450654], [5.189189, -15.787386, 12.365336], [6.571592, -15.410379, 12.325773], [7.683765, -13.975445, 13.521430], [6.349255, -13.271709, 12.606763], [5.445279, -13.676376, 14.928238], [6.069177, -15.383214, 14.808641], [3.916201, -14.334083, 12.978246], [3.924945, -15.795419, 14.019731], [6.890899, -15.294107, 11.289788], [7.175996, -16.215387, 12.762305], [10.999889, -8.430762, 19.937164], [12.221916, -8.269174, 19.026432], [11.746524, -8.807901, 17.677112], [10.348087, -9.057892, 17.817118], [10.148283, -9.415254, 19.173377], [10.504119, -7.464803, 20.092561], [11.250485, -8.688726, 20.969351], [13.085718, -8.823665, 19.402854], [12.588901, -7.241885, 18.985232], [12.237622, -9.759323, 17.434998], [11.838694, -8.132340, 16.829416], [10.525728, -10.435482, 19.341079], [9.081987, -9.406927, 19.378297], [5.709937, -17.152197, 20.331685], [6.253668, -17.576687, 18.971889], [6.772537, -16.248670, 18.369368], [6.184465, -15.204313, 19.158019], [5.252367, -15.688284, 20.106362], [6.502650, -17.174464, 21.081886], [4.898270, -17.794840, 20.672641], [5.472311, -18.005726, 18.346617], [7.080588, -18.283184, 19.032931], [6.398358, -16.164003, 17.347425], [7.848676, -16.118862, 18.453558], [4.226514, -15.697371, 19.720910], [5.284354, -15.149848, 21.051376], [10.763907, -12.291157, 15.297510], [11.007463, -12.744676, 16.739984], [10.375740, -14.131320, 16.796443], [10.512345, -14.667701, 15.498776], [10.624178, -13.633448, 14.545915], [11.633498, -11.725743, 14.953271], [9.916153, -11.630612, 15.120560], [10.576200, -12.031317, 17.449108], [12.075774, -12.756133, 16.955523], [9.345430, -14.097528, 17.156387], [10.962868, -14.714149, 17.512517], [9.738967, -13.620318, 13.902151], [11.476612, -13.806940, 13.883943], [7.028234, -12.280288, 16.831651], [7.302045, -11.327808, 17.980716], [8.181873, -11.930015, 18.914756], [7.971881, -12.573458, 16.358988], [6.404904, -11.930523, 16.009509], [6.631820, -13.196359, 17.282208], [6.322061, -11.106530, 18.425191], [7.813834, -10.422367, 17.664181], [7.906425, -12.791118, 19.245948]],
  "forces_ev_per_a": [[0.0, -1.0, -1.1], [0.1, 0.4, 0.6], [0.7, 0.3, -0.3], [0.0, -0.3, 0.1], [-0.2, 1.0, 0.3], [-0.1, 0.2, 0.5], [-0.1, 0.1, 0.1], [0.0, -0.1, 0.1], [-0.1, 0.0, -0.2], [-0.2, -0.2, -0.1], [-0.1, 0.0, 0.2], [0.1, 0.0, -0.2], [0.0, -0.3, 0.1], [-0.3, -0.1, 1.1], [0.4, 0.1, -1.1], [-0.1, 0.0, 0.6], [-0.2, 0.0, 0.0], [-0.1, -0.1, -0.2], [0.3, 0.2, -0.1], [0.1, 0.0, -0.5], [0.0, 0.1, 0.2], [-0.2, -0.1, 0.3], [0.1, 0.0, -0.3], [0.1, -0.1, 0.0], [0.2, -0.3, -0.1], [-0.1, 0.1, 0.1], [0.0, 0.0, -0.2], [0.3, 0.0, 0.1], [-0.6, -0.1, -0.4], [-0.2, 0.5, 0.1], [-0.2, -0.5, 0.3], [0.0, 0.0, 0.1], [-0.1, 0.0, 0.0], [0.2, 0.0, -0.1], [-0.3, 0.0, 0.3], [0.5, -0.2, 0.1], [0.2, 0.1, -0.1], [0.0, 0.1, -0.1], [0.1, 0.0, -0.1], [0.4, -0.1, 0.1], [-0.3, -0.5, -0.6], [0.3, 0.5, -0.5], [0.1, -0.2, 0.1], [0.0, -0.2, -0.1], [0.0, 0.0, 0.0], [-0.1, 0.0, 0.0], [-0.2, -0.1, 0.2], [0.3, 0.4, 0.5], [-0.2, 0.1, 0.4], [-0.1, -0.1, -0.1], [-0.2, 0.1, 0.0], [0.0, 0.1, 0.0], [0.0, 0.9, 0.8], [0.7, 0.3, 0.3], [-0.4, -0.3, -0.3], [-0.1, 0.1, -0.1], [0.2, -0.4, 0.1], [-0.2, -0.1, -0.5], [0.1, -0.6, -0.2], [-0.2, -0.2, -0.1], [-0.3, 0.1, -0.1], [0.1, 0.1, 0.0], [0.2, 0.1, 0.1], [-0.1, 0.0, 0.0], [0.0, 0.1, 0.1], [-0.2, 0.2, 0.2], [0.5, 0.4, -0.1], [-1.1, -0.3, 0.6], [0.1, 1.0, 0.1], [0.3, -1.8, -0.1], [0.0, 0.0, 0.0], [0.0, 0.0, 0.1], [0.0, 0.0, 0.0], [-0.2, -0.2, 0.1], [0.4, 0.2, -0.1], [0.1, -0.1, -0.3], [0.0, 0.3, -0.1], [0.1, 0.4, -0.2], [0.7, -0.2, -0.3], [-0.6, 0.9, 0.1], [0.9, 0.5, 0.8], [0.0, -0.5, 0.1], [-0.2, 0.8, -0.5], [-0.1, -0.1, -0.2], [-0.2, -0.2, 0.4], [-0.2, -0.2, 0.0], [0.0, -0.3, -0.1], [-0.2, 0.0, -0.3], [-0.2, -0.4, -0.2], [0.0, -0.1, 0.1], [0.1, -0.2, 0.2], [0.9, -0.6, -0.2], [-0.6, -0.6, -0.3], [0.6, 0.3, 0.3], [0.0, 0.1, 0.1], [-0.3, 0.3, 0.3], [-0.3, 0.0, -0.3], [0.2, 0.4, 0.2], [-0.2, 0.1, 0.0], [-0.5, 0.0, -0.3]],
  "smiles": "C1CCOC1.C1CCOC1.C1CCOC1.C1CCOC1.C1CCOC1.C1CCOC1.C1CCOC1.CCO"
}



Ordered max |F| results: 0.023, 0.041, 0.226, 0.036; unit Eh/bohr.
Ordered electronic energy results: -7224.0196, -44049.3152, -8264.3557, -48491.7342; unit eV.